Entry 1:
Formula: C35H42AuBF5N3O2
Source: OMol25
Level of theory: the ωB97M-V functional and the def2-TZVPD basis

Structure (XYZ):
```
89
Properties=species:S:1:pos:R:3:forces:R:3:mulliken_charge:R:1
Au -0.411092 0.211590 -0.036099 -0.9 1.0 -1.9 -0.9045
N 0.344267 -4.264594 -1.592407 -0.1 0.2 -0.1 -0.2556
C 0.060447 -2.960025 -1.317200 -0.2 -0.1 0.0 0.2263
O -0.944561 -2.646607 -0.707627 0.1 0.0 -0.3 -0.4435
C 1.085438 -1.958660 -1.823653 -0.1 0.0 -0.2 -0.6636
C 0.613710 -0.523654 -1.790267 0.6 -0.6 1.4 -1.7809
H -0.278647 -4.967046 -1.237255 0.0 -0.1 0.1 0.2706
H 1.177428 -4.543092 -2.076713 0.0 0.0 0.0 0.2100
H 1.338152 -2.266473 -2.846846 0.1 0.1 0.0 0.5386
H 1.991431 -2.070247 -1.223652 0.0 0.0 0.0 0.3388
H -0.214270 -0.351047 -2.496443 0.0 0.1 0.4 0.6774
H 1.437888 0.164034 -1.975262 -0.1 0.0 -0.1 0.5203
C -2.333129 3.019393 4.200392 0.0 0.0 -0.1 -1.5699
C -0.952347 2.428564 4.505372 0.0 0.3 -0.1 1.8071
C -0.632717 2.557675 5.996805 0.0 0.0 0.1 -1.7087
C 0.148139 3.080090 3.668886 -0.2 -0.1 0.0 0.4865
C 0.330076 4.453900 3.745447 0.0 0.0 0.0 -0.4016
C 1.311778 5.082887 2.996201 0.0 -0.1 0.0 -1.6301
C 2.139683 4.327259 2.186076 0.0 0.1 0.0 -0.6488
C 2.012393 2.939860 2.086105 0.1 0.1 -0.1 0.3935
C 3.031805 2.257606 1.170678 -0.2 -0.1 -0.1 0.4749
C 2.635644 2.466151 -0.297997 0.0 0.1 0.0 -1.1902
C 3.363987 0.787021 1.431282 0.0 0.0 0.0 -1.3884
C 0.987936 2.339064 2.818910 -0.1 -0.3 0.0 0.1778
N 0.785538 0.912534 2.801087 0.2 0.1 0.3 0.7932
B 0.131582 0.008013 1.926193 0.6 -0.3 -0.3 2.2436
N 0.021861 -1.238525 2.593656 -0.1 -0.2 0.3 0.9953
C 0.645620 -1.076887 3.849220 -0.4 -0.3 -0.2 -0.9334
C 1.090522 0.175569 3.968732 0.1 0.4 -0.2 -1.2366
C -0.656720 -2.459395 2.256698 0.2 0.3 0.2 -0.1470
C -2.040978 -2.438060 2.053681 -0.2 0.1 0.0 0.2937
C -2.677241 -3.645173 1.794847 0.0 -0.1 0.0 -0.7191
C -1.960277 -4.831333 1.713313 0.0 0.1 0.0 -1.5877
C -0.588390 -4.820805 1.897880 -0.1 -0.1 0.0 -0.3969
C 0.085911 -3.636077 2.180200 0.1 -0.1 -0.1 0.7785
C 1.592117 -3.665013 2.380030 0.0 -0.1 -0.1 0.8598
C 2.318775 -4.221352 1.152977 0.1 0.0 0.0 -1.2050
C 1.966694 -4.464670 3.629503 0.0 0.0 0.1 -1.7647
C -2.852563 -1.151593 2.138893 0.0 -0.1 0.0 2.7390
C -4.015105 -1.112841 1.146247 0.0 0.0 0.0 -1.9368
C -3.327251 -0.917172 3.576892 0.0 0.1 0.0 -1.5294
H -3.097081 2.500026 4.786532 0.1 0.1 0.0 0.4574
H -2.577359 2.909908 3.140298 0.0 0.0 0.1 0.1864
H -2.380423 4.084261 4.448566 0.0 -0.1 0.0 0.3790
H -1.002639 1.370236 4.263190 0.0 -0.1 0.0 -0.8277
H -0.629833 3.608034 6.303469 0.0 -0.1 0.0 0.3504
H 0.349557 2.140292 6.233803 -0.1 0.0 0.0 0.3367
H -1.379799 2.028778 6.595800 0.0 0.1 0.0 0.4369
H -0.312646 5.044947 4.390780 0.0 -0.1 -0.1 0.3623
H 1.430753 6.158931 3.045648 0.0 -0.1 0.0 0.3815
H 2.930494 4.815582 1.624648 0.0 0.0 0.0 0.4513
H 3.957591 2.812445 1.335675 0.1 0.0 0.0 0.5877
H 1.663092 2.010616 -0.497345 0.0 0.0 0.0 -0.1035
H 3.373961 2.010254 -0.965795 -0.1 0.0 0.1 0.4469
H 2.562522 3.529027 -0.541340 0.0 -0.1 0.0 0.4528
H 2.554411 0.117356 1.132406 0.1 0.0 0.0 0.0476
H 3.589786 0.600989 2.483598 0.0 0.0 0.0 0.3346
H 4.247574 0.520593 0.846167 0.0 0.0 0.0 0.5135
H 0.680825 -1.881385 4.567059 0.0 0.0 -0.1 0.4532
H 1.610356 0.635834 4.794587 -0.1 0.0 -0.1 0.6301
H -3.752902 -3.662092 1.651063 0.1 0.0 0.0 0.3529
H -2.473119 -5.762008 1.500031 0.0 0.0 0.0 0.3804
H -0.029426 -5.749964 1.833369 0.0 0.1 0.0 0.3816
H 1.946642 -2.646547 2.516882 0.0 0.1 0.0 -0.0672
H 2.101359 -5.284125 1.007892 0.0 0.1 0.0 0.3227
H 3.400214 -4.113948 1.275127 0.0 0.0 0.0 0.4711
H 2.021396 -3.688968 0.248766 0.1 -0.1 0.1 0.0388
H 1.735242 -5.526183 3.496738 0.0 0.1 0.0 0.3658
H 1.422105 -4.113633 4.510766 0.0 0.0 -0.1 0.3500
H 3.036918 -4.374183 3.834888 -0.1 0.0 0.0 0.4530
H -2.207865 -0.310106 1.875644 0.0 0.0 0.0 -1.1533
H -4.836193 -1.764105 1.458303 0.0 0.0 0.0 0.4616
H -3.686145 -1.414617 0.148525 0.0 0.0 0.1 0.3461
H -4.401562 -0.093005 1.080238 0.0 -0.1 0.0 0.4566
H -3.958797 -1.747926 3.907957 0.0 0.1 0.0 0.3891
H -3.910170 0.008499 3.640061 0.1 -0.1 0.0 0.3867
H -2.479760 -0.832767 4.265487 -0.1 0.0 -0.1 0.2559
F -1.276625 5.970107 -3.166625 0.0 0.1 -0.1 -0.3200
C -1.419396 4.927439 -2.349113 0.0 0.1 0.0 0.8758
C -1.657803 3.669494 -2.856968 -0.1 -0.1 -0.2 0.1120
F -1.741202 3.492074 -4.177664 0.0 0.0 -0.1 -0.3137
C -1.812050 2.598994 -2.002037 0.0 -0.1 -0.1 0.4881
F -2.030286 1.385970 -2.534252 -0.1 -0.1 -0.1 -0.3919
C -1.735902 2.717779 -0.611762 0.1 -0.8 0.0 0.1443
O -1.939625 1.655206 0.168626 -0.1 0.4 0.7 -0.7164
C -1.459305 3.999701 -0.143407 -0.1 0.1 0.1 0.0791
F -1.341080 4.193427 1.162405 0.0 0.1 0.5 -0.1774
C -1.325229 5.088471 -0.981781 0.1 0.0 0.0 -0.3111
F -1.092311 6.299926 -0.473588 0.0 0.0 0.0 -0.3201
```
Forces are in eV/Å.

Results
Orbital gap   0.2385 Eh
Multiplicity   1
Net charge   0



Entry 2:
Formula: C35H42F11N4OSi
Source: OMol25
Level of theory: the ωB97M-V functional and the def2-TZVPD basis

Structure (XYZ):
```
94
Properties=species:S:1:pos:R:3:forces:R:3:mulliken_charge:R:1
C 0.602546 1.978012 1.979685 0.1 0.2 -0.7 -1.2591
Si 1.158087 1.877516 0.162259 -0.7 -0.3 0.4 -0.2155
C 2.340527 3.317349 -0.098321 -0.2 -0.5 0.1 -1.1145
C -0.406250 1.944335 -0.886703 0.3 0.2 0.2 -0.2144
C -0.306721 2.713159 -2.223137 0.9 -0.1 0.6 -1.2218
C -0.577290 1.841159 -3.437195 -1.5 0.1 0.1 0.8669
F -0.092219 2.542748 -4.526101 0.3 0.3 -0.2 -0.3018
F 0.224228 0.733485 -3.286417 0.5 -0.3 -0.1 -0.3223
C -1.979647 1.397285 -3.762023 0.6 0.0 -0.4 -1.2456
F -2.280020 0.442225 -2.709235 -0.2 0.0 0.2 0.0006
C -2.986609 2.536869 -3.677669 0.0 -1.3 0.0 -0.9247
C -3.646591 2.838345 -2.338811 -0.2 0.7 -0.2 -0.0347
O -4.607911 1.845068 -1.942558 0.5 0.0 0.4 -0.1799
C -5.281215 2.276679 -0.796929 -0.5 0.0 -0.5 -1.0064
C -5.668030 1.141367 0.145666 -0.4 0.4 -0.2 0.9787
F -6.927261 1.414668 0.614616 -0.1 0.0 0.0 -0.3829
F -4.884855 1.119863 1.246081 0.3 -0.3 0.1 -0.2954
C -5.767197 -0.269142 -0.476980 0.1 0.3 0.3 0.4984
F -6.583788 -0.181014 -1.537361 0.0 0.0 -0.1 -0.2907
F -6.399398 -1.063695 0.427736 0.2 -0.1 0.1 -0.3619
C -4.413668 -0.933775 -0.877516 -0.5 -0.5 -0.4 0.9629
F -4.400121 -1.048068 -2.211297 0.1 0.0 -0.1 -0.2851
F -3.353166 -0.236879 -0.448982 -0.1 0.1 0.2 -0.1688
C -4.223142 -2.372748 -0.367695 1.0 0.4 -0.5 -0.0758
F -5.197634 -3.189045 -0.798095 -0.3 -0.1 0.4 -0.2992
F -4.107685 -2.389341 0.985404 -0.4 -0.2 0.2 -0.2596
C 1.964238 0.182657 -0.111846 -0.5 2.0 0.2 0.7017
C 1.871276 -0.797592 0.835993 0.0 -0.6 0.6 -0.2415
C 2.423126 -2.035378 0.590996 -0.5 0.1 1.0 -0.6215
C 3.046296 -2.252240 -0.594817 0.9 -2.0 -0.4 -0.6759
C 3.165581 -1.286381 -1.546020 0.2 0.6 -1.1 -1.3461
C 2.612232 -0.059006 -1.303293 0.0 0.6 -0.2 0.1346
H -0.143380 2.771085 2.030070 0.0 0.2 0.1 0.3557
H 0.106331 1.076494 2.326010 0.1 -0.1 0.2 0.3068
H 1.440574 2.256268 2.615333 0.0 -0.2 0.3 0.3208
H 3.170514 3.175413 0.590764 0.2 0.1 0.0 0.4281
H 1.849273 4.254180 0.153786 -0.1 0.1 -0.1 0.2139
H 2.707088 3.370412 -1.117582 0.2 0.1 -0.1 0.4110
H -1.183384 2.374099 -0.253227 -0.1 0.1 0.1 0.4489
H -0.714093 0.913731 -1.038420 -0.1 -0.1 -0.2 0.2953
H -0.946296 3.587833 -2.183453 -0.3 0.1 -0.3 0.4305
H 0.708413 3.112909 -2.337991 0.0 0.0 -0.1 0.4444
H -2.491861 3.418433 -4.086512 -0.1 0.3 0.1 0.4995
H -3.808443 2.305067 -4.360887 -0.2 0.2 -0.1 0.3374
H -4.201882 3.784926 -2.449013 0.0 0.0 0.0 0.3348
H -2.946525 2.989079 -1.515755 0.2 -0.2 0.1 0.0017
H -6.215588 2.762633 -1.095217 -0.1 0.0 0.1 0.3142
H -4.727847 3.009562 -0.206075 0.3 -0.1 0.1 0.4551
H -3.273331 -2.709463 -0.785018 0.1 -0.1 0.0 0.2961
H 1.376405 -0.649787 1.782487 -0.1 0.2 0.1 0.2964
H 2.335181 -2.795399 1.350328 0.1 -0.3 0.0 0.4842
H 3.469210 -3.233251 -0.790474 0.0 -0.1 0.0 0.5578
H 3.655685 -1.462395 -2.493156 0.1 -0.2 -0.1 0.5687
H 2.654427 0.739651 -2.028328 0.1 -0.1 -0.3 0.3570
N 6.314405 -2.296746 -0.552642 0.1 0.0 -0.1 0.1159
C 7.379095 -1.442282 -0.569786 0.0 0.0 0.0 -0.3796
C 8.421833 -2.052052 0.078351 0.0 0.0 0.0 -0.5946
C 7.965241 -3.329552 0.500027 0.0 0.0 0.0 -0.5254
C 6.661694 -3.448741 0.093118 -0.1 0.0 0.0 -0.3441
H 5.410517 -2.107149 -0.952257 0.0 0.1 0.1 0.2511
H 7.304240 -0.476033 -1.038689 0.0 0.0 0.0 0.3769
H 9.401017 -1.630084 0.232702 0.0 0.0 0.0 0.3824
H 8.527644 -4.073689 1.039280 0.0 0.0 0.0 0.3884
H 5.954434 -4.252318 0.209239 0.0 0.0 0.0 0.3294
N 2.241455 6.934008 1.431595 0.1 0.1 0.0 0.0254
C 3.439808 6.530424 1.954501 -0.1 -0.1 0.0 -0.4644
C 4.404554 7.393532 1.510296 0.0 0.0 0.0 -0.4142
C 3.762312 8.359208 0.688286 0.0 0.0 0.0 -0.3956
C 2.429627 8.049064 0.661474 -0.1 0.0 0.0 -0.5274
H 1.360445 6.480393 1.587169 0.0 0.0 0.0 0.2243
H 3.501319 5.666350 2.593606 0.0 0.0 0.0 0.3970
H 5.453964 7.339602 1.747063 0.0 0.0 0.0 0.4073
H 4.226442 9.185140 0.175763 0.0 0.0 0.0 0.3859
H 1.602148 8.522736 0.161805 0.0 0.0 0.0 0.3713
N -3.381356 -3.619685 3.706184 0.0 0.0 0.0 0.1762
C -2.074331 -3.232673 3.616623 0.0 0.0 -0.1 -0.5217
C -1.432886 -3.649351 4.753790 0.0 0.0 0.0 -0.7009
C -2.394506 -4.316992 5.559913 0.0 0.0 0.0 -0.4290
C -3.585772 -4.281698 4.883834 0.0 0.0 0.0 -0.6042
H -4.082781 -3.439792 3.009908 0.0 0.0 0.0 0.1964
H -1.715219 -2.694332 2.755393 0.0 0.0 0.0 0.7038
H -0.391844 -3.492556 4.982762 0.0 0.0 0.0 0.4032
H -2.230279 -4.769661 6.523652 0.0 0.0 0.0 0.3892
H -4.556948 -4.669514 5.139347 0.0 0.0 0.0 0.3955
N 0.088474 -5.995424 -0.058217 0.0 0.0 -0.1 0.0390
C 0.025300 -6.712702 -1.222799 0.0 0.0 0.0 -0.4689
C -1.204996 -6.496988 -1.782731 0.0 0.0 0.0 -0.7688
C -1.909542 -5.611503 -0.923102 -0.1 0.0 0.0 -0.0938
C -1.085501 -5.320347 0.130670 0.0 0.0 0.1 -0.5873
H 0.875098 -5.968256 0.562540 0.0 0.0 0.0 0.1947
H 0.858095 -7.310697 -1.551042 0.0 0.0 0.0 0.3875
H -1.560417 -6.922526 -2.706030 0.0 0.0 0.0 0.3882
H -2.908863 -5.233085 -1.063561 0.0 0.0 0.0 0.5354
H -1.232107 -4.693994 0.994857 0.0 0.0 0.0 0.3984
```
Forces are in eV/Å.

Results
Orbital gap   0.1609 Eh
Multiplicity   1
Net charge   -1



Question: Which formula does entry 1 have?
Answer: C35H42AuBF5N3O2



Question: Among the records above, which one has the highest net charge?
Answer: C35H42AuBF5N3O2